## A
# C2H4O3

The molecule C2H4O3 (the ωB97M-V functional and the def2-TZVPD basis, the Open Molecules 2025 dataset).

Structure (ORCA input):
```
! RIJCOSX wB97M-V def2-TZVPD def2/J DEFGRID3
* xyz 0 1
C -0.6043 -0.4346 0.0482
C 0.6372 0.4339 0.0718
H -1.3471 1.2598 -0.1040
H -0.7012 -1.1130 0.9669
H -0.5189 -0.9621 -0.9265
H 1.7736 -1.0893 0.1054
O -1.7316 0.3883 -0.0834
O 1.8798 -0.1094 -0.1059
O 0.6125 1.6263 0.0275
*
```

The molecular weight is 76.05 g mol⁻¹. The SMILES is O=C(O)CO. As for the gap between HOMO and LUMO: 0.4201 hartree.

## B
# C2H4O3

A cluster of 2 separate species, C2H4O3 in total (the ωB97M-V functional and the def2-TZVPD basis, the Open Molecules 2025 dataset).

Structure (ORCA input):
```
! RIJCOSX wB97M-V def2-TZVPD def2/J DEFGRID3
* xyz 0 1
O 0.6675 1.1687 -0.8272
C 1.8011 1.5232 -0.7426
H 2.6178 0.9377 -0.2630
H 2.1794 2.5299 -0.9181
O -2.2647 -0.9039 1.5981
C -1.7791 -1.4705 0.6398
O -0.7381 -1.0694 -0.1443
H -1.9614 -2.5397 0.4940
H -0.5225 -0.1761 0.1633
*
```

The molecular weight is 76.05 g mol⁻¹. The SMILES is O=CO.C=O. As for the gap between HOMO and LUMO: 0.4009 hartree.

## C
# C2H4O3

A structure of composition C2H4O3 (the ωB97M-V functional and the def2-TZVPD basis, the Open Molecules 2025 dataset).

Structure (ORCA input):
```
! RIJCOSX wB97M-V def2-TZVPD def2/J DEFGRID3
* xyz 0 1
C 2.6078 0.3574 -0.2774
C -1.3231 -0.2357 1.1903
O 1.9419 0.0761 0.6520
O -2.9626 0.0339 -0.6557
O -2.4672 -0.2708 0.9573
H 2.1829 0.1298 -1.3030
H 3.7653 0.6355 -0.3229
H -0.3654 0.0159 0.7127
H -3.3796 -0.7420 -0.9534
*
```

The molecular weight is 76.05 g mol⁻¹. As for the gap between HOMO and LUMO (spin up / spin down): 0.3506 / 0.3214 hartree.

## D
# C2H4O3

A cluster of 2 separate species, C2H4O3 in total (the ωB97M-V functional and the def2-TZVPD basis, the Open Molecules 2025 dataset).

Structure (ORCA input):
```
! RIJCOSX wB97M-V def2-TZVPD def2/J DEFGRID3
* xyz 0 1
O 1.9811 0.9335 0.0888
C 2.5254 0.2033 0.9144
H 2.9800 -0.7503 0.5484
H 2.4579 0.3153 1.9548
O -1.6117 -0.9734 0.5991
C -1.1844 -0.0987 -0.1446
O -1.7465 0.0649 -1.3496
H -0.2181 0.3402 -0.3352
H -2.2494 -0.7319 -1.4940
*
```

The molecular weight is 76.05 g mol⁻¹. The SMILES is O=CO.C=O. As for the gap between HOMO and LUMO: 0.4032 hartree.

If we sort the structures by their calculated energies, the order from most to least stable is A, B, D, C.

## A
# CH5ClN2O

A cluster of 2 separate species, CH5ClN2O in total (the ωB97M-V functional and the def2-TZVPD basis, the Open Molecules 2025 dataset).

Structure (ORCA input):
```
! RIJCOSX wB97M-V def2-TZVPD def2/J DEFGRID3
* xyz 0 1
C -0.9526 -0.2850 -0.2866
N 0.2264 0.5876 -0.4718
N 1.0784 0.6164 1.2686
O -0.5878 -1.6543 -0.4339
Cl 2.3302 -0.5833 1.2020
H -1.6579 -0.0039 0.4240
H -1.6983 -0.0334 -1.1851
H -0.2155 1.5493 -0.6066
H 1.5191 1.5623 1.3437
H -0.0420 -1.7557 -1.2543
*
```

The molecular weight is 96.52 g mol⁻¹. As for the gap between HOMO and LUMO: 0.3438 hartree.

## B
# CH5ClN2O

The molecule CH5ClN2O (the ωB97M-V functional and the def2-TZVPD basis, the Open Molecules 2025 dataset).

Structure (ORCA input):
```
! RIJCOSX wB97M-V def2-TZVPD def2/J DEFGRID3
* xyz 0 1
C -1.0169 -1.0576 0.5988
N 0.5817 0.3914 0.1397
N 2.3939 -2.2956 0.6000
O 0.0163 -0.3341 1.1941
Cl 2.3517 -0.7257 0.1365
H -2.0454 -0.8064 0.9423
H -0.9451 -2.1287 0.7706
H -1.0532 -0.9589 -0.4801
H 0.8789 1.3918 0.4450
H 2.8460 -2.2160 1.5221
*
```

The molecular weight is 96.52 g mol⁻¹. As for the gap between HOMO and LUMO (spin up / spin down): 0.3302 / 0.3059 hartree.

If we sort the structures by their calculated energies, the order from most to least stable is A, B.

## A
# C2H3ClN2O

The molecule C2H3ClN2O (the ωB97M-V functional and the def2-TZVPD basis, the Open Molecules 2025 dataset).

Structure (ORCA input):
```
! RIJCOSX wB97M-V def2-TZVPD def2/J DEFGRID3
* xyz 0 1
C -0.6965 0.1978 0.7189
C 0.2649 -0.9091 -0.1605
N -0.4792 1.3788 0.3888
N 1.0652 -0.2208 -0.9647
O 0.2159 -2.1021 0.1119
Cl -1.6655 -0.4947 1.8634
H -1.1517 1.9439 0.8471
H 0.9218 0.8567 -1.0044
H 1.5250 -0.6504 -1.8005
*
```

The molecular weight is 106.51 g mol⁻¹. The SMILES is [H]/N=C(\Cl)C(N)=O. As for the gap between HOMO and LUMO: 0.3874 hartree.

## B
# C2H3ClN2O

A cluster of 2 separate species, C2H3ClN2O in total (the ωB97M-V functional and the def2-TZVPD basis, the Open Molecules 2025 dataset).

Structure (ORCA input):
```
! RIJCOSX wB97M-V def2-TZVPD def2/J DEFGRID3
* xyz 0 1
C -1.0901 1.7360 -0.7240
C -1.4553 -0.6034 0.3442
N -1.2655 2.3679 0.1969
N -0.5868 -0.8796 -0.5192
O 0.7416 -0.9764 0.0209
Cl -3.0206 -0.4643 -0.0642
H -1.0360 0.9098 -1.4461
H -1.3798 -0.5608 1.4050
H 1.2107 -0.7496 -0.7968
*
```

The molecular weight is 106.51 g mol⁻¹. The SMILES is O/N=C/Cl.C#N. As for the gap between HOMO and LUMO: 0.4101 hartree.

If we sort the structures by their calculated energies, the order from most to least stable is A, B.

## A
# C4H29N2O12

A cluster of 11 separate species, C4H29N2O12 in total (the ωB97M-V functional and the def2-TZVPD basis, the Open Molecules 2025 dataset).

Structure (ORCA input):
```
! RIJCOSX wB97M-V def2-TZVPD def2/J DEFGRID3
* xyz 1 1
O 0.6089 0.1420 -2.4552
C 0.1052 -0.8809 -2.1151
C -0.6281 -0.9511 -0.6769
C -0.4805 0.4531 0.0050
C -1.7217 0.7136 0.7617
N -1.4535 0.3262 2.0644
O -2.7898 0.9926 0.2325
N -0.0939 -1.9515 0.3106
H 0.0364 -1.7337 -2.7468
H -1.7248 -1.1043 -0.8874
H 0.3985 0.4158 0.6645
H -0.4911 1.2589 -0.7172
H -2.2655 0.3890 2.6704
H -0.5534 0.3053 2.5163
H -0.0251 -1.5167 1.2252
H 0.9075 -2.0442 0.0908
H -0.5809 -2.8265 0.3440
H -0.2580 -3.0008 3.6255
H 1.1166 -2.2954 3.5891
O 0.4564 -2.7445 3.0160
H -1.7761 2.7359 -2.3490
H -1.1087 2.4808 -3.8835
O -1.0673 2.3745 -2.9225
H 1.2246 1.3665 2.8807
H 1.5972 0.0436 3.6252
O 0.9049 0.6461 3.4107
H 3.8363 -0.8732 0.6985
H 2.8758 -0.6004 -0.5231
O 3.2550 -1.3029 0.0559
H -3.2913 2.6154 -0.7887
H -4.0187 1.5074 -1.5915
O -3.5567 2.3824 -1.6697
H -1.1228 3.7541 -1.2672
H -0.5766 4.5009 0.0278
O -0.5482 3.7178 -0.5102
H 2.2998 -2.6417 -1.0075
H 1.9796 -3.7859 -2.0364
O 1.5028 -3.1020 -1.5623
H 4.1382 2.0168 1.4513
H 2.7954 2.1290 0.6495
O 3.1982 1.8219 1.4679
H -2.7176 -3.9074 -1.5830
H -2.3280 -4.6544 -0.1887
O -2.3478 -3.8358 -0.6881
H 1.0536 2.6984 -0.6067
H 1.4503 1.8086 -1.7218
O 1.7848 2.1567 -0.8851
*
```

The molecular weight is 297.28 g mol⁻¹. As for the gap between HOMO and LUMO: 0.3685 hartree.

## B
# C4H29N2O12

A cluster of 11 separate species, C4H29N2O12 in total (the ωB97M-V functional and the def2-TZVPD basis, the Open Molecules 2025 dataset).

Structure (ORCA input):
```
! RIJCOSX wB97M-V def2-TZVPD def2/J DEFGRID3
* xyz 1 1
N -0.0324 -0.2739 -0.7854
C -0.4455 1.1901 -0.7817
C -1.9246 1.1599 -1.3200
C -2.8130 0.4769 -0.4173
O -2.3392 -0.2387 0.4575
C 0.3529 2.0396 -1.7639
N 0.3373 3.4090 -1.5018
O 0.8145 1.4517 -2.7356
H -0.0058 -0.5976 -1.7705
H 0.9349 -0.2596 -0.4531
H -0.5748 -0.9426 -0.2748
H -0.4684 1.5340 0.3425
H -2.2408 2.1672 -1.6419
H -1.8760 0.4064 -2.2459
H -3.9158 0.6123 -0.5032
H 0.8679 4.0927 -2.0097
H -0.0030 3.6971 -0.6081
H 1.1879 1.3084 1.7704
H 2.5791 1.7155 1.3354
O 1.7367 1.4065 1.0693
H 0.3881 -0.4003 3.6168
H 1.1980 0.5565 4.4466
O 0.6111 0.5549 3.6553
H 1.0004 -5.0601 -1.4963
H 0.6357 -5.4132 -0.1466
O 0.6953 -4.6356 -0.6865
H 0.5110 -2.9287 -0.0862
H 1.5906 -2.2373 0.6577
O 0.6415 -2.3001 0.5929
H -1.3917 3.8499 1.1990
H -2.5065 2.9044 1.3609
O -1.9357 3.2720 0.6527
H 0.8457 -0.4620 -4.6508
H -0.0572 -0.0604 -3.5551
O 0.1921 -0.8524 -4.0433
H -1.0433 -1.2176 2.5918
H -0.0569 -2.3978 2.3173
O -0.5749 -1.9129 3.0348
H 4.1819 -2.0653 0.8573
H 3.1892 -1.1500 1.6005
O 3.3196 -1.5991 0.7837
H -0.8949 -2.9022 -3.6078
H -1.3077 -3.8205 -2.3787
O -0.8223 -3.1068 -2.6891
H -0.2088 3.6928 3.6244
H -0.3283 2.2495 3.2811
O -0.0444 3.0871 2.9055
*
```

The molecular weight is 297.28 g mol⁻¹. As for the gap between HOMO and LUMO: 0.4107 hartree.

If we sort the structures by their calculated energies, the order from most to least stable is B, A.

## A
# CH3Cl2NO

A structure of composition CH3Cl2NO (the ωB97M-V functional and the def2-TZVPD basis, the Open Molecules 2025 dataset).

Structure (ORCA input):
```
! RIJCOSX wB97M-V def2-TZVPD def2/J DEFGRID3
* xyz 0 1
C 0.5741 -0.1149 -0.0620
N -1.0498 -0.2914 0.9031
O 0.3503 -0.0217 -1.3904
Cl 1.4135 1.1756 0.6777
Cl 1.2299 -1.6827 0.3653
H -1.2413 0.7239 0.9189
H -1.5629 -0.7005 0.0621
H 0.2862 0.9117 -1.4748
*
```

The molecular weight is 115.95 g mol⁻¹. As for the gap between HOMO and LUMO: 0.3916 hartree.

## B
# CH3Cl2NO

A cluster of 2 separate species, CH3Cl2NO in total (the ωB97M-V functional and the def2-TZVPD basis, the Open Molecules 2025 dataset).

Structure (ORCA input):
```
! RIJCOSX wB97M-V def2-TZVPD def2/J DEFGRID3
* xyz 0 1
C 1.1521 0.0922 -0.7888
N 0.0686 -0.4811 -0.9415
O -1.8132 0.1502 1.4656
Cl 1.9133 1.4634 -1.6664
Cl 2.0400 -0.2603 0.6212
H -1.0893 0.2034 1.9438
H -0.3625 -0.3283 -1.8185
H -1.9090 -0.8396 1.1844
*
```

The molecular weight is 115.95 g mol⁻¹. The SMILES is N=C(Cl)Cl.O. As for the gap between HOMO and LUMO: 0.4260 hartree.

If we sort the structures by their calculated energies, the order from most to least stable is B, A.